A | Computed, not measured: C4H7N3O2 as an isolated structure, with the ωB97M-V functional and the def2-TZVPD basis.

Last column: Mulliken charge in e.
Cartesian coordinates (Å):
1 C 2.559 0.268 0.400  -0.5982
2 C 0.397 -0.229 -0.422  0.6216
3 C -0.551 -1.114 -0.289  -0.9489
4 C -1.621 0.792 -0.620  0.1837
5 H 1.941 1.369 1.046  0.2563
6 H 2.912 -0.920 1.288  0.2528
7 H 3.533 0.689 -0.253  0.2596
8 H 2.033 -1.356 -0.909  0.3231
9 H -0.342 -2.145 -0.250  0.3486
10 H -2.652 -0.389 1.666  0.1844
11 H -2.480 2.442 0.484  0.3039
12 N 1.762 -0.247 -0.869  -0.2934
13 N -1.873 -0.593 -0.578  0.3397
14 N -2.443 1.539 -0.167  -0.4542
15 O -2.995 -1.133 0.052  -0.4391
16 O -0.181 1.026 -0.578  -0.3399

LUMO level = -1.25 eV
2S+1 = 1
Frontier orbital gap = 7.28 eV

B | Computed, not measured: one molecule with the formula C4H7N3O2, with the ωB97M-V functional and the def2-TZVPD basis.

Last column: Mulliken charge in e.
Cartesian coordinates (Å):
1 C -0.293 -0.191 1.340  -1.5363
2 C 0.131 -0.745 0.035  0.9362
3 C 0.106 0.276 -1.124  -1.4971
4 C 1.543 -1.175 0.050  0.1928
5 N 2.531 -1.931 0.227  -0.4571
6 N 2.867 -0.541 0.578  -0.2724
7 N 3.731 0.362 -0.207  1.0555
8 O 3.324 0.788 -1.255  -0.5284
9 O 4.811 0.679 0.225  -0.5783
10 H 0.093 0.886 1.559  0.2836
11 H 0.071 -0.704 2.083  0.5267
12 H -1.348 -0.142 1.336  0.4048
13 H -0.389 -1.675 -0.230  0.2515
14 H 0.719 1.236 -1.051  0.3308
15 H -0.911 0.389 -1.169  0.4472
16 H 0.497 -0.065 -2.024  0.4405

LUMO level = 0.31 eV
2S+1 = 1
Frontier orbital gap = 10.17 eV

The most stable of them is B.

A | Computed, not measured: a 2-piece molecular cluster, C4H7N3O2 overall, with the ωB97M-V functional and the def2-TZVPD basis.

Last column: Mulliken charge in e.
Cartesian coordinates (Å):
1 H 0.317 2.696 0.372  0.2755
2 N -0.275 2.459 1.096  -0.5403
3 C -1.506 2.367 0.765  0.1758
4 C -2.564 1.773 1.413  0.2372
5 N -3.363 0.988 1.706  -0.4036
6 H -1.915 2.886 -0.160  0.2720
7 N 1.748 -0.521 -0.971  -0.5236
8 C 0.594 -1.227 -0.836  0.3280
9 O 0.410 -2.132 -1.869  -0.5125
10 C -0.271 -1.132 0.223  -0.1952
11 O -1.505 -1.842 0.203  -0.5654
12 H 2.475 -0.573 -0.275  0.2311
13 H 2.090 -0.815 -1.915  0.2867
14 H -0.452 -2.366 -1.996  0.3053
15 H -0.207 -0.471 1.133  0.3137
16 H -2.086 -1.717 0.906  0.3151

LUMO level = -0.49 eV
2S+1 = 1
Frontier orbital gap = 7.01 eV

B | Computed, not measured: one molecule with the formula C4H7N3O2, with the ωB97M-V functional and the def2-TZVPD basis.

Last column: Mulliken charge in e.
Cartesian coordinates (Å):
1 C 2.382 -2.185 -0.100  -0.8156
2 C 1.529 -1.084 -0.255  0.0594
3 N 0.030 -1.214 -0.384  -0.5218
4 C -0.698 -0.105 -0.333  0.0610
5 N -2.086 -0.137 -0.100  -0.1432
6 C -0.099 1.344 -0.150  0.3294
7 O 0.961 1.576 -0.747  -0.6408
8 N -0.822 2.272 0.610  -0.1435
9 O -1.559 1.627 1.679  -0.6579
10 H 1.944 -3.041 -0.216  0.4146
11 H 3.469 -2.033 -0.191  0.2601
12 H 1.884 0.027 -0.087  0.2300
13 H -2.230 -1.089 -0.505  0.4070
14 H -2.613 0.386 -0.744  0.2637
15 H -1.655 0.358 0.852  0.6042
16 H -0.438 3.298 0.669  0.2934

LUMO level = -0.59 eV
2S+1 = 1
Frontier orbital gap = 7.55 eV

The most stable of them is A.

A | Computed, not measured: a 2-piece molecular cluster, C2H2BrCl2I overall, with the ωB97M-V functional and the def2-TZVPD basis.

Last column: Mulliken charge in e.
Cartesian coordinates (Å):
1 C 0.943 0.645 -0.208  -0.8337
2 C -0.863 -0.396 0.235  0.0509
3 Cl -1.119 -0.714 1.985  -0.1044
4 Cl -0.772 -1.923 -0.689  -0.0900
5 Br -2.154 0.749 -0.532  -0.0286
6 I 2.460 -0.726 -0.139  0.1808
7 H 0.512 0.903 -1.147  0.4372
8 H 0.993 1.461 0.495  0.3878

LUMO level = -0.04 eV
2S+1 = 1
Frontier orbital gap = 9.24 eV

B | Computed, not measured: C2H2BrCl2I as an isolated structure, with the ωB97M-V functional and the def2-TZVPD basis.

Last column: Mulliken charge in e.
Cartesian coordinates (Å):
1 C -0.703 -1.701 0.310  -0.8648
2 C 0.487 1.336 -0.034  0.1610
3 Cl 1.858 1.704 1.009  -0.0885
4 Cl -0.900 2.461 0.274  -0.1150
5 Br 0.855 1.087 -1.882  -0.0105
6 I 0.359 -2.162 -1.314  0.1781
7 H -0.263 -1.424 1.312  0.3427
8 H -1.692 -1.301 0.325  0.3970

LUMO level (alpha / beta) = -0.42 / -1.43 eV
2S+1 = 1
Frontier orbital gap (alpha / beta) = 8.72 / 6.70 eV

The most stable of them is A.

A | Computed, not measured: one molecule with the formula C2HN3O2, with the ωB97M-V functional and the def2-TZVPD basis.

Last column: Mulliken charge in e.
Cartesian coordinates (Å):
1 O -2.148 -0.072 -0.027  -0.4377
2 C -0.973 0.008 0.031  0.6052
3 N -0.285 1.229 0.012  -0.0645
4 N 0.956 1.234 0.004  -0.2054
5 N 1.687 0.079 -0.023  -0.2081
6 C 1.130 -1.028 -0.010  0.1219
7 O -0.230 -1.144 0.012  -0.2840
8 H 1.570 -1.952 0.043  0.4726

LUMO level = -1.37 eV
2S+1 = 1
Frontier orbital gap = 9.33 eV

B | Computed, not measured: one molecule with the formula C2HN3O2, with the ωB97M-V functional and the def2-TZVPD basis.

Last column: Mulliken charge in e.
Cartesian coordinates (Å):
1 O 0.959 1.977 -2.558  -0.3370
2 C 0.924 1.546 -1.483  0.6331
3 N 1.062 1.263 -0.303  -0.0973
4 N 0.590 0.397 0.581  -0.1998
5 N -0.346 -0.327 0.277  -0.0639
6 C -0.945 -1.354 0.986  0.2221
7 O -0.292 -2.387 1.190  -0.4689
8 H -1.951 -1.113 1.310  0.3117

LUMO level = -0.67 eV
2S+1 = 1
Frontier orbital gap = 9.55 eV

The most stable of them is A.

A | Computed, not measured: one molecule with the formula C2HN3O2, with the ωB97M-V functional and the def2-TZVPD basis.

Last column: Mulliken charge in e.
Cartesian coordinates (Å):
1 C -0.793 -1.743 0.388  0.2833
2 C 0.701 1.295 -0.681  0.2275
3 N -0.942 -2.863 0.295  -0.2039
4 N 0.010 0.114 -0.848  -0.2998
5 N -0.495 -0.434 0.444  0.6189
6 O -0.516 0.221 1.471  -0.4424
7 O 0.792 2.210 -1.458  -0.4161
8 H 1.243 1.200 0.390  0.2325

LUMO level (alpha / beta) = -3.06 / -2.57 eV
2S+1 = 1
Frontier orbital gap (alpha / beta) = 7.95 / 8.60 eV

B | Computed, not measured: one molecule with the formula C2HN3O2, with the ωB97M-V functional and the def2-TZVPD basis.

Last column: Mulliken charge in e.
Cartesian coordinates (Å):
1 H 2.560 -0.275 0.061  0.2865
2 N 1.620 -0.600 -0.110  -0.5310
3 C 0.695 0.216 -0.076  0.4975
4 O 0.597 1.571 0.144  -0.1765
5 O -0.807 1.621 0.069  -0.1222
6 N -0.663 -0.025 -0.316  -0.1161
7 C -1.586 -0.872 0.009  0.4785
8 N -2.417 -1.637 0.218  -0.3168

LUMO level = -2.11 eV
2S+1 = 1
Frontier orbital gap = 8.51 eV

C | Computed, not measured: one molecule with the formula C2HN3O2, with the ωB97M-V functional and the def2-TZVPD basis.

Last column: Mulliken charge in e.
Cartesian coordinates (Å):
1 O -1.726 0.987 -1.264  -0.6002
2 N -0.513 0.827 -1.261  0.9348
3 N 0.240 0.893 -2.338  -0.3573
4 N 1.518 0.711 -2.108  -0.2464
5 C 1.643 0.402 -0.855  0.5029
6 O 1.392 1.052 0.261  -0.2769
7 C 0.225 0.303 -0.153  -0.3534
8 H -0.225 -0.363 0.558  0.3965

LUMO level (alpha / beta) = -2.19 / -1.42 eV
2S+1 = 1
Frontier orbital gap (alpha / beta) = 7.47 / 8.74 eV

The most stable of them is A.